Record 1
Entry from the OMol25 dataset: one molecule with the formula C5H11NO (ωB97M-V/def2-TZVPD).

Positions of all 18 atoms, in Å:
C 1.3450 1.1729 -0.3370
C 0.6553 -0.1814 -0.4498
C 1.1031 -1.1081 0.6894
N -0.8145 -0.0807 -0.4109
C -1.4782 1.0633 0.1849
C -1.4791 -1.2753 -0.4433
O -1.0845 -2.2968 -0.9717
H 1.0802 1.6710 0.6032
H 2.4278 1.0087 -0.3141
H 1.1107 1.8380 -1.1756
H 0.9214 -0.6462 -1.4048
H 0.5466 -2.0471 0.6654
H 2.1630 -1.3522 0.5962
H 0.9502 -0.6189 1.6595
H -1.1909 1.2063 1.2325
H -1.2667 1.9859 -0.3660
H -2.5593 0.9049 0.1328
H -2.4302 -1.2442 0.1091

Computed properties:
* orbital gap: 10.15 eV
* SMILES string: CC(C)N(C)C=O
* ΔE to the lowest compared entry with this formula, charge and spin: 68.77 kJ/mol
* largest force on an atom: 0.44 eV/A
* charge: 0

Record 2
Entry from the OMol25 dataset: one molecule with the formula C4H5NO (ωB97M-V/def2-TZVPD).

Positions of all 11 atoms, in Å:
N 2.2807 -0.4483 -0.6104
C 1.3015 0.2611 -0.4997
C 0.2302 1.0404 -0.5937
C -0.8980 0.5275 0.1878
C -1.2082 -0.8885 0.2823
O -0.2089 -0.4933 1.1735
H 2.8907 -0.6641 0.1695
H 0.3485 2.0809 -0.8673
H -1.6601 1.2684 0.4856
H -0.9602 -1.5433 -0.5473
H -2.1163 -1.1408 0.8199

Computed properties:
* orbital gap: 9.45 eV
* SMILES string: N=C=C[C@H]1CO1
* ΔE to the lowest compared entry with this formula, charge and spin: 325.68 kJ/mol
* largest force on an atom: 1.77 eV/A
* charge: 0

Record 3
Entry from the OMol25 dataset: a 2-piece molecular cluster, C4H15N3O overall (ωB97M-V/def2-TZVPD).

Positions of all 23 atoms, in Å:
N 0.7257 1.6645 0.8244
C 1.4360 1.7370 -0.5475
C 0.6607 0.8926 -1.6800
N -0.6061 0.4463 -1.4170
C -0.6796 -0.8515 -0.7509
C -1.9749 -1.0544 0.1949
N -1.5796 -0.5169 1.4285
H -0.2371 1.9720 0.8402
H 0.6894 0.7887 1.2205
H 2.4501 1.4903 -0.4410
H 1.2363 2.8212 -0.8504
H 0.5285 1.4818 -2.7023
H 1.4541 0.0445 -1.8414
H -1.0052 1.1412 -0.7728
H -0.6981 -1.6214 -1.4748
H 0.1848 -0.9066 -0.0074
H -2.6383 -0.4971 -0.4070
H -2.3612 -2.0931 0.3059
H -1.4610 -1.1240 2.2247
H -2.1307 0.2840 1.7675
H 1.1540 -1.4415 1.7728
H 1.8275 -2.0392 0.4590
O 1.8217 -1.9751 1.3445

Computed properties:
* orbital gap (spin up / spin down): 2.71 / 8.66 eV
* ΔE to the lowest compared entry with this formula, charge and spin: 236.78 kJ/mol
* largest force on an atom: 5.65 eV/A
* spin multiplicity: 2
* charge: -1
* ⟨S²⟩: 0.750

Record 4
Entry from the OMol25 dataset: C26H24F5NO2P2Pb as an isolated structure (ωB97M-V/def2-TZVPD).

Positions of all 61 atoms, in Å:
C -1.9493 2.6668 -3.9504
C -1.6585 1.3573 -3.6390
C -0.2559 0.9478 -3.6604
C 0.7366 1.9311 -3.2633
C 0.3844 3.2948 -3.3480
C -0.8911 3.6245 -3.8173
C 2.0556 1.5421 -2.8658
C 2.3526 0.1693 -3.1268
C 1.3157 -0.7680 -3.4903
C 1.5422 -2.1955 -3.2138
C 2.8319 -2.6360 -3.1426
C 3.8876 -1.6841 -2.9777
C 3.6544 -0.3155 -2.8549
H -2.9838 2.9928 -4.1610
H 1.1306 4.0671 -3.0191
H -1.1244 4.7221 -4.0010
H 2.7666 2.3052 -2.1150
H 3.0658 -3.7170 -3.1205
H 4.9501 -2.0517 -2.8508
H 4.4328 0.3928 -2.4719
N 0.0736 -0.3494 -3.8550
Pb 0.7226 0.8856 0.9633
C -2.5642 0.4183 -2.9584
H -2.4301 -0.5556 -3.3701
H -3.6156 0.6693 -3.0489
C 0.3554 -2.9442 -2.7066
H -0.4774 -2.7408 -3.3349
H 0.5177 -4.0185 -2.6711
P -1.9559 0.3888 -1.1390
P 0.0154 -2.1637 -1.0389
C 1.4035 -2.9827 -0.1165
H 1.2419 -2.8920 0.9732
H 1.4781 -4.0572 -0.3850
H 2.3563 -2.4883 -0.3790
C -1.3379 -3.3422 -0.4695
H -0.9885 -4.4015 -0.5085
H -1.6188 -3.0791 0.5724
H -2.2175 -3.2284 -1.1404
C -2.4099 2.1223 -0.7303
H -3.2780 2.4530 -1.3282
H -2.6728 2.1830 0.3353
H -1.5587 2.7888 -0.9354
C -3.4039 -0.4393 -0.3777
H -3.3397 -0.2996 0.7102
H -4.3490 -0.0012 -0.7370
H -3.4112 -1.5128 -0.6040
C -1.0386 -0.1403 2.9031
O -1.4870 -0.4042 3.9148
H 0.1782 -0.0911 -0.6836
F 5.3378 3.7559 4.7669
C 4.3906 3.6925 3.8046
C 3.4255 4.6838 3.6425
F 3.5085 5.7825 4.4657
C 2.4474 4.5804 2.6542
F 1.5748 5.6130 2.5069
C 2.3245 3.3984 1.8387
O 1.2530 3.0330 1.1380
C 3.4089 2.5039 1.9173
F 3.4067 1.4651 0.9872
C 4.3800 2.6000 2.8782
F 5.3313 1.6180 3.0222

Computed properties:
* orbital gap (spin up / spin down): 3.86 / 3.87 eV
* ΔE to the lowest compared entry with this formula, charge and spin: 276.99 kJ/mol
* largest force on an atom: 4.20 eV/A
* charge: +2

Record 5
Entry from the OMol25 dataset: a 2-piece molecular cluster, C23H35F9N4O9S overall (ωB97M-V/def2-TZVPD).

Positions of all 81 atoms, in Å:
C -2.3557 3.3823 5.1134
C -1.5842 3.8488 3.9297
C -1.0368 2.9273 2.6891
C -1.0186 1.3128 2.9781
C 0.4537 0.8596 3.5537
C 0.9810 1.8055 4.8273
O 0.3622 1.7659 6.0394
N 2.1790 2.7086 4.5929
C 1.8261 4.1776 4.6746
O 1.8957 4.9655 3.5662
F 1.4522 4.8129 5.9593
O 1.4274 1.0839 2.4686
S 1.2503 -0.2705 1.4368
O 1.9448 -1.5194 2.1056
O 2.0632 0.0300 0.1550
C -0.5484 -0.7144 1.1532
C -0.8831 -0.9880 -0.4627
C 0.0488 -2.1566 -1.1278
C 0.2170 -2.0907 -2.7541
C 0.4103 -0.5904 -3.3830
N 1.6218 0.1668 -2.8826
C 1.2701 1.6613 -2.7342
N 0.4704 2.3362 -3.6653
N 1.8023 2.5384 -1.5946
C -1.4735 0.5677 1.5889
C -3.0907 0.2059 1.7339
O -3.8051 1.5111 1.5390
C -4.5759 1.8475 2.7460
O -4.7676 3.3262 2.7436
C -5.5580 3.7001 3.9376
C -5.4640 5.3426 4.1436
O -4.5597 5.8585 3.0983
H -2.2993 2.2730 5.4899
H -3.0288 4.1500 5.7298
H -1.3768 5.0216 3.8584
H 0.0641 3.3093 2.4471
H -1.6825 3.2392 1.7350
H -1.8093 0.9756 3.8062
H 0.4596 -0.2795 3.8901
H 2.9958 2.4538 5.1925
H -0.8270 -1.6435 1.8227
H -2.0245 -1.3249 -0.5498
H -0.8191 0.0626 -0.9715
H -0.4982 -3.1920 -0.8923
H 1.1249 -2.2615 -0.6669
H -0.6406 -2.6863 -3.3283
H 1.2172 -2.6889 -3.0117
H 0.5018 -0.7160 -4.5619
H -0.6206 -0.0193 -3.1941
H 2.2930 0.1688 -3.7084
H 0.3930 3.3234 -3.3260
H 2.7317 2.1466 -1.2730
H 1.1751 2.4337 -0.7496
H -1.4066 1.3459 0.6910
H -3.4876 -0.4933 0.8736
H -3.3681 -0.2699 2.7746
H -5.6491 1.3645 2.7906
H -3.9854 1.5883 3.7337
H -5.1892 3.1046 4.8810
H -6.6806 3.3685 3.7384
H -6.5614 5.7824 4.0153
H -5.0458 5.5976 5.2256
H -4.0485 6.6665 3.4062
C 2.4779 -6.2003 -5.2239
C 2.3985 -4.7250 -4.8024
C 2.7387 -3.7204 -5.8989
F 3.9872 -3.8792 -6.3853
F 2.6775 -2.4490 -5.4187
F 3.1649 -4.5371 -3.6971
F 1.1086 -4.4903 -4.4002
O 3.6964 -6.8881 -4.9165
C 4.7606 -6.6890 -5.8458
C 5.9355 -5.9001 -5.2509
F 5.5396 -4.7046 -4.7486
F 6.8734 -5.6303 -6.1983
F 4.2613 -6.1264 -6.9720
F 5.1800 -7.9331 -6.2034
H 1.7173 -6.7310 -4.6364
H 2.1739 -6.3569 -6.2654
H 2.0316 -3.7921 -6.7303
H 6.4149 -6.4606 -4.4432

Computed properties:
* orbital gap: 8.04 eV
* SMILES string: [H]/N=C(\N)NCCCC[C@@H]1[C@@H](COCOCCO)[C@H](CC=C)[C@H](C(=O)NC(=O)F)OS1(=O)=O.FC(F)C(F)(F)COC(F)(F)C(F)F
* largest force on an atom: 10.24 eV/A
* charge: 0